(1)
Molecular formula: C6H6
Method: DFT, wB97M-V/def2-TZVPD

```
12
C6H6, DFT wB97M-V/def2-TZVPD
C -3.23537 -0.08067 0.22263
C -1.88506 0.14128 -0.27342
C -0.70764 0.24332 -0.51669
C 0.66995 0.25493 -0.57122
C 1.86351 0.17282 -0.41210
C 3.24346 -0.02757 0.01408
H -3.47791 0.66782 0.98402
H -3.26915 -1.07126 0.68857
H -3.98619 -0.03739 -0.57001
H 3.50272 -1.08927 -0.06232
H 3.32333 0.26883 1.06659
H 3.95836 0.55715 -0.57015
```

Values from the calculation:
Kohn-Sham gap: 9.81 eV
E_HOMO: -0.324 Eh
SMILES string: CC#CC#CC
Energy relative to the best compared isomer or geometry (same formula, charge and spin): 3.328 eV
Total energy: -232.10401 a.u.

Löwdin population analysis, charges in e, atoms 1 to 4: C -0.103; C -0.076; C -0.060; C -0.061



(2)
Molecular formula: CH7O2
Method: DFT, wB97M-V/def2-TZVPD

```
10
CH7O2, DFT wB97M-V/def2-TZVPD
O 0.49552 1.07142 1.39090
H 0.23441 1.98064 0.99963
H 1.43026 1.15124 1.57188
H 0.50912 0.22131 0.54876
C -0.87869 -0.60779 -0.93279
O 0.51307 -0.61188 -0.31155
H -0.87633 -1.36923 -1.56031
H -1.67302 -0.66565 -0.16499
H -0.76966 0.40454 -1.35200
H 1.01533 -1.57459 -0.18952
```

Values from the calculation:
Kohn-Sham gap: 13.11 eV
E_HOMO: -0.635 Eh
Total charge: +1
Energy relative to the best compared isomer or geometry (same formula, charge and spin): 0.960 eV
Total energy: -192.45164 a.u.

Löwdin population analysis, charges in e, atoms 1 to 4: O 0.145; H 0.198; H 0.127; H 0.038



(3)
Molecular formula: C26H24N2O5S2
Method: DFT, wB97M-V/def2-TZVPD

```
59
C26H24N2O5S2, DFT wB97M-V/def2-TZVPD
C -4.34622 -0.93371 1.51666
H -3.29020 -0.78909 1.73502
H -4.77949 -1.52163 2.32270
H -4.84022 0.03602 1.49983
C -4.53488 -1.65177 0.17793
C -6.02981 -1.84691 -0.08091
H -6.19509 -2.37839 -1.01523
H -6.53193 -0.88422 -0.14216
H -6.48447 -2.42067 0.72319
C -3.83900 -3.01963 0.22086
C -2.33254 -2.94546 0.40732
O -1.71413 -3.77432 1.04229
C -1.72382 -1.81163 -0.26468
C -2.45541 -0.82073 -0.87914
N -1.61635 0.11772 -1.43145
C -0.30460 -0.27211 -1.15411
C 0.89259 0.32613 -1.50260
C 2.06201 -0.28232 -1.08794
C 2.04647 -1.47688 -0.35622
C 0.84452 -2.08579 -0.02110
C -0.33448 -1.47372 -0.41799
H 0.81366 -3.01215 0.53032
N 3.25131 -2.03411 0.06291
S 4.68987 -1.89372 -0.79721
O 5.51754 -2.94115 -0.27838
O 4.45167 -1.82955 -2.20731
C 5.31922 -0.31932 -0.22883
C 5.69189 0.64073 -1.14847
C 6.19400 1.85031 -0.69529
C 6.31668 2.07870 0.66623
C 5.94338 1.10373 1.57905
C 5.44240 -0.10692 1.12967
H 5.15135 -0.88891 1.81222
H 6.04632 1.28611 2.63796
H 6.70993 3.02059 1.01882
H 6.49131 2.61002 -1.40199
H 5.58223 0.42410 -2.19974
H 3.17508 -2.92630 0.52696
H 3.01151 0.15223 -1.34989
H 0.91334 1.22158 -2.10042
S -1.93734 1.75337 -1.79414
O -3.35650 1.91384 -1.85938
O -1.15002 2.12714 -2.92293
C -1.30023 2.52069 -0.31074
C -0.19875 3.34888 -0.37961
C 0.30167 3.89884 0.78969
C -0.30447 3.61203 2.00253
C -1.41543 2.78382 2.05559
C -1.91891 2.23219 0.88966
H -2.78473 1.58965 0.89885
H -1.88715 2.56787 3.00182
H 0.08819 4.03948 2.91278
H 1.16205 4.54910 0.75352
H 0.24220 3.55576 -1.34138
C -3.93398 -0.80925 -0.96321
H -4.22892 -1.24089 -1.92641
H -4.31877 0.21099 -0.94674
H -4.00853 -3.54167 -0.72606
H -4.25602 -3.63871 1.01730
```

Values from the calculation:
Kohn-Sham gap: 8.51 eV
E_HOMO: -0.311 Eh
SMILES string: CC1(C)CC(=O)c2c(n(S(=O)(=O)c3ccccc3)c3ccc(NS(=O)(=O)c4ccccc4)cc23)C1
Energy relative to the best compared isomer or geometry (same formula, charge and spin): 0.148 eV
Total energy: -2287.27448 a.u.

Löwdin population analysis, charges in e, atoms 1 to 4: C -0.031; H 0.084; H 0.091; H 0.088



(4)
Molecular formula: C39H44N7O10
Method: DFT, wB97M-V/def2-TZVPD

```
100
C39H44N7O10, DFT wB97M-V/def2-TZVPD
N -1.96648 -0.34255 -8.56289
C -3.26556 -1.07777 -8.48116
C -3.11750 -2.63355 -8.36321
C -2.17726 -3.12279 -7.20428
C -2.47950 -2.49523 -5.79027
N -1.27639 -1.76256 -5.25723
C -1.73779 -0.42367 -4.74762
C -0.47429 0.29665 -4.15063
N -0.07709 -0.37313 -2.89723
C -0.36163 -1.81877 -2.87381
C -0.44191 -2.53312 -4.26846
O 0.78214 -2.87458 -4.91360
C 1.94936 -2.36776 -4.32781
O 2.50753 -2.85424 -3.39115
C 2.63525 -1.12343 -4.97400
C 2.88763 -1.23478 -6.42554
C 3.55232 -0.13208 -7.10822
C 3.92006 1.05515 -6.34525
C 3.69817 1.19416 -4.90910
C 3.04681 0.05255 -4.24435
H -1.87124 -0.07860 -9.55167
H -2.14926 0.56348 -8.11212
H -3.84484 -0.65294 -7.61012
H -3.88133 -0.86335 -9.39158
H -2.66359 -2.98721 -9.33407
H -4.12764 -3.10670 -8.29399
H -2.35112 -4.23289 -7.10245
H -1.10486 -3.02919 -7.52831
H -3.29155 -1.72488 -5.90304
H -2.89488 -3.27390 -5.10973
H -0.66222 -1.56183 -6.06556
H -2.08696 0.19805 -5.61591
H -2.55167 -0.60161 -4.00127
H -0.80180 1.34509 -3.88967
H 0.34272 0.40544 -4.91335
H 0.86860 -0.14868 -2.60126
H -1.38715 -1.92282 -2.40346
H 0.32417 -2.32435 -2.14089
H -0.98642 -3.50350 -4.09083
H 2.59022 -2.16920 -6.96264
H 3.73713 -0.23110 -8.20532
H 4.39813 1.91983 -6.85841
H 3.97287 2.08767 -4.31430
H 2.89527 0.14266 -3.14749
C -3.52003 -0.84171 1.69571
C -4.88414 -1.10446 1.72646
C -5.65385 -0.91769 0.58678
C -5.04379 -0.47168 -0.57748
C -3.68412 -0.19971 -0.61543
C -2.92079 -0.38563 0.52736
N -5.84182 -0.29511 -1.79074
O -7.03300 -0.52144 -1.72656
O -5.26058 0.06807 -2.80454
H -2.92251 -0.99387 2.58399
H -5.34726 -1.45796 2.63945
H -6.71566 -1.12482 0.62023
H -3.20667 0.15357 -1.52082
H -1.85771 -0.17864 0.50839
C 0.71333 0.75483 7.06953
C -0.65201 0.49015 7.10151
C -1.42274 0.67403 5.96324
C -0.81444 1.11950 4.79612
C 0.54601 1.39338 4.75649
C 1.31004 1.20982 5.89976
N -1.61959 1.29147 3.58486
O -2.81555 1.06021 3.65724
O -1.05023 1.65199 2.56679
H 1.31518 0.60506 7.96040
H -1.11405 0.13728 8.01567
H -2.48427 0.46547 5.99859
H 1.02165 1.74549 3.85032
H 2.37273 1.41838 5.87927
C 1.66100 7.23207 1.24131
C 2.91949 6.64877 1.32656
C 3.21363 5.78045 2.36820
C 2.23796 5.50111 3.31531
C 0.98065 6.08442 3.24285
C 0.69436 6.95394 2.19993
N 2.53669 4.56485 4.40409
O 3.65601 4.08430 4.44905
O 1.64776 4.31747 5.19884
H 1.43227 7.90599 0.42339
H 3.67097 6.86944 0.57818
H 4.19656 5.33111 2.42645
H 0.22028 5.87154 3.98321
H -0.28432 7.41290 2.13170
C 3.48796 -4.72272 10.05726
C 4.69484 -4.11957 9.72467
C 4.74475 -2.75523 9.47746
C 3.58033 -2.00520 9.57076
C 2.36864 -2.59988 9.89510
C 2.32581 -3.96525 10.13827
N 3.63411 -0.55910 9.33465
O 4.70710 -0.07321 9.03435
O 2.59795 0.07657 9.45663
H 3.45314 -5.78799 10.25535
H 5.59823 -4.71374 9.66122
H 5.68940 -2.29446 9.21925
H 1.45881 -2.01770 9.96385
H 1.38660 -4.43969 10.39510
```

Values from the calculation:
Kohn-Sham gap: 8.82 eV
E_HOMO: -0.409 Eh
Total charge: +1
Energy relative to the best compared isomer or geometry (same formula, charge and spin): 1.972 eV
Total energy: -2647.54843 a.u.

Löwdin population analysis, charges in e, atoms 1 to 4: N -0.011; C -0.283; C -0.190; C -0.161



(5)
Molecular formula: C21H11F4NO2
Method: DFT, wB97M-V/def2-TZVPD

```
39
C21H11F4NO2, DFT wB97M-V/def2-TZVPD
F -3.36932 2.60397 2.14552
C -3.10462 1.25446 2.23492
C -4.18562 0.37684 2.17154
C -3.87040 -0.98534 2.23890
F -4.90639 -1.88992 2.15456
C -2.57923 -1.45667 2.37606
C -1.48205 -0.53866 2.49825
C -0.19359 -1.07553 2.75513
C 1.09190 -0.53878 2.48304
C 2.19580 -1.45574 2.40836
C 3.48421 -0.98547 2.24537
F 4.51799 -1.89233 2.14231
C 3.79979 0.37551 2.15248
C 2.71487 1.24975 2.17717
F 2.98017 2.59944 2.06563
C 1.39112 0.84514 2.29679
C -1.78437 0.84935 2.38085
H -5.20703 0.72279 2.04527
H -2.37911 -2.52736 2.41782
H -0.18594 -2.11146 3.10054
H 1.99890 -2.52387 2.49342
H 4.82181 0.71961 2.02455
H 0.60957 1.59310 2.27721
H -1.01128 1.60136 2.46928
C -0.29330 -2.89816 9.69357
C 0.15483 -3.34480 8.43511
C -0.15747 -2.57734 7.31463
C -0.89826 -1.41805 7.42269
C -1.35532 -0.95661 8.65476
C -1.04338 -1.70760 9.80358
C -1.05827 -0.84744 6.03910
O -1.69793 0.17313 5.77989
N -0.36989 -1.67920 5.18428
C 0.18532 -2.74960 5.85827
O 0.83803 -3.67908 5.38745
H -0.05946 -3.47219 10.59246
H 0.73274 -4.26132 8.31811
H -1.93222 -0.03371 8.70487
H -1.37981 -1.37116 10.78622
```

Values from the calculation:
Kohn-Sham gap: 5.82 eV
E_HOMO: -0.324 Eh
Energy relative to the best compared isomer or geometry (same formula, charge and spin): 0.000 eV
Total energy: -1411.47546 a.u.

Löwdin population analysis, charges in e, atoms 1 to 4: F 0.051; C -0.206; C 0.111; C -0.212



(6)
Molecular formula: C4H12
Method: DFT, wB97M-V/def2-TZVPD

```
16
C4H12, DFT wB97M-V/def2-TZVPD
C 1.05433 0.89959 -1.50748
C 0.01310 1.51586 -2.44876
H 0.56663 -0.00980 -1.21050
H 2.04877 0.77812 -1.92610
H 1.11484 1.48341 -0.60024
H -0.90921 1.71834 -1.89484
H 0.25661 2.51853 -2.80383
H -0.18268 0.88265 -3.31335
C -0.70880 -1.31961 2.67627
C -0.31438 -1.13173 1.18364
H -0.56460 -2.32075 3.06275
H 0.05245 -0.80897 3.27882
H -1.65933 -0.85954 2.92358
H 0.75727 -0.98996 1.11695
H -0.63574 -2.04829 0.68758
H -0.88925 -0.30785 0.77551
```

Values from the calculation:
Kohn-Sham gap: 12.73 eV
E_HOMO: -0.427 Eh
SMILES string: CC.CC
Energy relative to the best compared isomer or geometry (same formula, charge and spin): 0.393 eV
Total energy: -159.57054 a.u.

Löwdin population analysis, charges in e, atoms 1 to 4: C -0.166; C -0.172; H 0.031; H 0.065



(7)
Molecular formula: C2HN5O
Method: DFT, wB97M-V/def2-TZVPD

```
9
C2HN5O, DFT wB97M-V/def2-TZVPD
C -0.03953 -0.68018 0.13126
C -0.00518 0.63185 0.09109
H 1.71437 1.99750 0.06701
N 1.99311 -0.14624 -0.02228
N 1.24592 -1.17585 -0.10863
N -2.07187 0.13749 -0.02500
N -1.20992 1.12829 -0.10068
N 1.26941 1.05479 0.02590
O -1.25408 -1.08710 0.02672
```

Values from the calculation:
Kohn-Sham gap: 9.84 eV
E_HOMO: -0.381 Eh
SMILES string: n1nc2onnc2[nH]1
Energy relative to the best compared isomer or geometry (same formula, charge and spin): 2.378 eV
Total energy: -425.69058 a.u.

Löwdin population analysis, charges in e, atoms 1 to 4: C -0.352; C -0.377; H 0.184; N 0.010



(8)
Molecular formula: C39H73N3O29
Method: DFT, wB97M-V/def2-TZVPD

```
144
C39H73N3O29, DFT wB97M-V/def2-TZVPD
C 9.82023 18.65946 21.33064
C 10.20753 17.74677 20.18531
O 10.09421 16.38947 20.59760
C 10.99282 15.55247 20.12066
O 11.81895 15.91762 19.28694
O 10.82866 14.35305 20.62378
C 11.82525 13.34356 20.38567
H 10.52677 18.54685 22.10349
H 8.80359 18.43931 21.70214
H 9.94472 19.69929 20.96080
H 11.25357 17.92545 19.87306
H 9.52040 17.91734 19.29460
H 12.58067 13.47506 21.19554
H 12.27494 13.33541 19.42576
H 11.28250 12.42520 20.59318
C 14.66249 16.73266 20.31378
C 15.46454 17.06224 19.00035
O 15.46468 18.48011 18.84573
C 15.56020 18.89385 17.61204
O 15.66205 18.17769 16.61956
O 15.49160 20.21540 17.64826
C 15.44390 20.81835 16.38528
H 13.62902 17.16243 20.28871
H 15.23047 17.11770 21.11954
H 14.50849 15.66060 20.31665
H 15.03674 16.51959 18.19959
H 16.54030 16.76662 19.06228
H 15.42708 20.04018 15.66124
H 16.41962 21.29595 16.31227
H 14.55538 21.41433 16.23149
C 16.61472 12.15375 13.18059
C 17.09602 12.99730 12.00853
O 18.38743 12.32440 11.61968
C 19.22509 13.05546 10.85018
O 19.03409 14.21672 10.45881
O 20.25555 12.29138 10.50481
C 21.17566 12.84647 9.56355
H 17.15508 12.37413 14.10998
H 16.80047 11.09764 12.89323
H 15.51435 12.26452 13.26259
H 17.24166 14.08476 12.10070
H 16.38896 12.86922 11.22445
H 20.61192 13.07156 8.67788
H 21.97655 12.14413 9.45629
H 21.67693 13.73578 9.94734
C 16.41982 17.36202 11.85048
C 15.41783 17.71893 12.90920
O 14.09885 17.13449 12.62193
C 13.96791 15.75742 12.73421
O 14.81172 15.02468 13.16593
O 12.78965 15.45945 12.25709
C 12.33733 14.11940 12.21097
H 16.54298 16.26276 11.58831
H 17.36071 17.80215 12.12066
H 16.06872 17.86476 10.91575
H 15.19590 18.84776 13.06709
H 15.70064 17.39446 13.93743
H 12.34557 13.85018 11.15416
H 11.32288 14.05802 12.58863
H 13.10693 13.52508 12.68619
C 16.95800 10.63550 16.98942
C 17.00868 9.83906 15.66874
O 18.33670 9.96185 15.16448
C 18.51894 9.38395 13.96561
O 17.70705 8.66298 13.41744
O 19.73876 9.78029 13.53739
C 20.09585 9.19166 12.28270
H 17.76309 10.23785 17.61542
H 15.96628 10.44342 17.35886
H 17.07284 11.70697 16.88614
H 16.23758 10.20027 14.99608
H 16.84728 8.78086 15.95961
H 21.02009 9.68276 11.97056
H 19.21714 9.26432 11.55776
H 20.36131 8.16722 12.39063
C 14.44677 13.48607 16.62761
N 13.01792 13.17242 16.25655
O 12.20747 13.53334 17.07560
O 12.83112 12.71275 15.13738
H 15.09084 13.37156 15.79189
H 14.75287 12.74286 17.37438
H 14.49251 14.52110 17.12573
C 17.88719 12.90377 20.04422
N 16.43321 12.66013 20.51297
O 16.18157 12.68639 21.69240
O 15.65601 12.45856 19.59464
H 18.47020 12.86783 20.95889
H 17.95464 13.91518 19.61093
H 18.09622 12.16646 19.29019
C 10.59788 8.69032 16.71637
N 12.04690 9.10274 16.68942
O 12.78631 8.38075 16.05306
O 12.31036 10.21004 17.15202
H 10.14880 9.01023 15.77609
H 10.07815 9.03434 17.60769
H 10.66181 7.62660 16.69099
O 17.41202 14.73842 17.25502
C 17.96510 15.31684 16.41039
O 18.42634 16.61414 16.70801
C 18.57233 17.35551 15.44325
C 18.72376 16.28094 14.32102
C 18.14498 14.97872 14.95712
H 19.47241 17.98861 15.52245
H 17.70174 17.96357 15.36345
H 19.75823 16.14946 14.02456
H 18.17851 16.55038 13.44637
H 18.60446 14.02378 14.79323
H 17.10438 14.77947 14.55589
O 9.76906 16.04400 13.84901
C 10.45406 16.42640 14.82388
O 11.23418 15.60850 15.51915
C 12.19777 16.39224 16.29362
C 11.55023 17.75802 16.40095
C 10.80550 17.86994 15.11670
H 13.16289 16.37562 15.73720
H 12.31189 15.78437 17.16232
H 12.32836 18.49399 16.65242
H 10.85088 17.76286 17.22088
H 11.48258 18.13383 14.31137
H 9.95352 18.50161 15.13509
O 9.21022 11.80564 19.18715
C 9.10562 12.32253 18.09640
O 9.26520 11.65030 16.89689
C 8.80330 12.48355 15.83145
C 8.07257 13.69102 16.49036
C 8.82826 13.79215 17.78375
H 8.14290 11.91162 15.09651
H 9.68278 12.84896 15.22209
H 7.05722 13.47370 16.72738
H 8.25586 14.62289 15.87580
H 8.30402 14.23681 18.60232
H 9.83853 14.15911 17.65622
O 15.11416 10.41057 10.28666
C 14.54882 9.66039 11.02586
O 14.70900 9.78191 12.42907
C 13.97140 8.69749 13.04431
C 13.59754 7.70908 11.96090
C 13.51901 8.63739 10.74676
H 13.13060 9.00295 13.60251
H 14.65957 8.19164 13.73556
H 12.67849 7.08044 12.09425
H 14.41858 7.01523 11.84508
H 12.58690 9.15494 10.90140
H 13.55936 8.16759 9.75460
```

Values from the calculation:
Kohn-Sham gap: 10.26 eV
E_HOMO: -0.366 Eh
SMILES string: C[N+](=O)[O-].C[N+](=O)[O-].C[N+](=O)[O-].CCOC(=O)OC.CCOC(=O)OC.CCOC(=O)OC.CCOC(=O)OC.CCOC(=O)OC.O=C1CCCO1.O=C1CCCO1.O=C1CCCO1.O=C1CCCO1
Total energy: -3875.82826 a.u.

Löwdin population analysis, charges in e, atoms 1 to 4: C -0.062; C -0.231; O 0.047; C -0.592